C39H64N2O14 | wB97M-V/def2-TZVPD

## Properties
relative energy (zero: lowest compared OMol25 entry of this formula, charge and spin): 0.0 kcal per mole
calculated total energy: -2687.28219 a.u.
Kohn-Sham gap: 9.768 eV
E_HOMO: -9.700 eV
LUMO: 0.0675 eV

Cartesian coordinates (Å):
N -2.71 -3.87 4.99
C -2.47 -4.15 3.90
C -2.43 -4.79 2.51
C -3.87 -5.06 2.02
C -4.99 -4.50 2.68
C -6.30 -4.71 2.22
C -6.58 -5.50 1.09
C -5.46 -6.06 0.42
C -4.15 -5.84 0.88
C -1.54 -6.08 2.66
C -2.34 -7.21 3.28
N -2.85 -8.16 3.69
C -0.77 -6.51 1.38
C 0.35 -5.53 0.94
C -0.15 -4.37 0.00
C 0.15 -2.98 0.67
O 1.09 -2.30 -0.19
C 1.17 -0.97 0.10
O 1.79 -0.50 1.01
H -1.99 -4.02 1.85
H -4.89 -3.85 3.56
H -7.16 -4.24 2.73
H -7.60 -5.64 0.74
H -5.64 -6.68 -0.47
H -3.36 -6.30 0.28
H -0.76 -5.84 3.42
H -0.28 -7.47 1.62
H -1.41 -6.71 0.50
H 1.05 -6.13 0.32
H 0.94 -5.17 1.80
H 0.25 -4.43 -1.02
H -1.26 -4.43 -0.09
H 0.61 -3.08 1.67
H -0.80 -2.40 0.81
H 0.59 -0.28 -0.57
C 2.15 3.07 6.07
C 1.02 2.07 5.88
O 0.20 2.43 4.76
C 0.47 2.07 3.49
C 1.83 1.53 3.14
O -0.35 2.26 2.63
H 2.82 3.09 5.22
H 2.73 2.82 6.96
H 1.75 4.07 6.19
H 1.38 1.05 5.78
H 0.37 2.09 6.75
H 2.47 2.36 2.84
H 1.71 0.84 2.30
H 2.31 0.97 3.94
C -2.55 3.69 1.16
C -3.25 5.03 1.23
O -2.88 5.86 0.13
C -3.50 5.83 -1.07
C -4.41 4.68 -1.39
O -3.25 6.68 -1.89
H -2.85 3.13 0.27
H -2.79 3.09 2.04
H -1.48 3.83 1.12
H -4.34 4.93 1.31
H -2.93 5.56 2.13
H -3.84 3.90 -1.89
H -5.18 5.04 -2.08
H -4.93 4.27 -0.53
C 0.28 5.61 -1.45
C 1.79 5.67 -1.53
O 2.38 5.53 -0.23
C 2.66 4.35 0.34
C 2.07 3.09 -0.25
O 3.31 4.31 1.35
H -0.07 4.64 -1.08
H -0.16 5.78 -2.44
H -0.10 6.37 -0.77
H 2.21 4.94 -2.23
H 2.10 6.65 -1.89
H 1.11 2.89 0.24
H 2.75 2.27 -0.05
H 1.93 3.13 -1.32
C 1.06 -3.44 -5.95
C 0.87 -4.94 -5.80
O 0.89 -5.31 -4.42
C -0.20 -5.30 -3.65
C -1.44 -4.58 -4.13
O -0.16 -5.78 -2.54
H 0.25 -2.89 -5.48
H 1.10 -3.16 -7.00
H 1.98 -3.13 -5.46
H -0.03 -5.30 -6.30
H 1.71 -5.46 -6.27
H -1.40 -3.54 -3.79
H -2.31 -5.07 -3.71
H -1.56 -4.60 -5.21
C 6.45 4.21 1.04
C 7.94 4.19 1.29
O 8.58 3.14 0.55
C 9.01 3.27 -0.72
C 8.53 4.45 -1.54
O 9.69 2.42 -1.21
H 6.22 4.41 -0.01
H 5.96 4.97 1.65
H 6.01 3.24 1.27
H 8.41 5.16 1.08
H 8.13 3.97 2.34
H 7.62 4.17 -2.07
H 9.31 4.70 -2.26
H 8.35 5.35 -0.95
C -3.64 0.72 -1.56
C -2.14 0.56 -1.43
O -1.64 -0.45 -2.32
C -1.29 -0.21 -3.60
C -1.71 1.08 -4.25
O -0.71 -1.07 -4.22
H -3.91 1.06 -2.56
H -4.01 1.45 -0.83
H -4.14 -0.23 -1.40
H -1.60 1.50 -1.56
H -1.90 0.21 -0.42
H -2.67 0.93 -4.74
H -0.96 1.35 -4.99
H -1.77 1.92 -3.56

These are the Mulliken partial charges, in e, on atoms 1 to 6:
1. N -0.5316
2. C -0.2502
3. C 1.8390
4. C 0.5152
5. C -0.6228
6. C -0.7065

=====

C39H65BrCa2Cl2FN8O16PS2 | wB97M-V/def2-TZVPD

## Properties
calculated total energy: -9253.30315 a.u.
Kohn-Sham gap: 1.450 eV
E_HOMO: -6.176 eV
LUMO: -4.7266 eV

Cartesian coordinates (Å):
C -5.46 -3.10 4.89
C -5.26 -4.62 4.59
C -4.11 -4.93 3.59
C -4.00 -3.95 2.39
C -5.35 -3.63 1.65
C -5.55 -2.07 1.51
C -6.04 -1.63 0.11
C -6.33 -0.09 0.04
C -7.04 0.28 -1.29
C -6.07 0.93 -2.33
C -5.83 2.44 -1.99
C -4.41 2.96 -2.33
C -3.29 2.52 -1.31
N -3.84 2.46 0.03
N -2.18 3.46 -1.48
N -1.48 3.76 -0.29
C -1.77 5.10 0.27
C -2.29 4.98 1.74
C -2.72 1.09 -1.78
N -3.27 0.07 -0.80
C -2.53 -0.36 -0.01
S -1.64 -0.66 1.36
O -1.34 1.05 -1.70
C -0.71 0.35 -2.82
C 0.77 0.15 -2.38
C 0.98 -1.14 -1.60
N 1.39 -1.11 -0.39
C -0.81 1.31 -4.04
C -0.17 0.82 -5.38
C -1.19 0.06 -6.25
N -2.61 0.38 -6.24
O -0.78 -0.80 -6.98
P -1.48 -1.31 -3.26
N -0.56 -2.26 -4.12
H -5.55 -2.89 5.96
H -4.63 -2.46 4.52
H -6.38 -2.75 4.40
H -5.00 -5.11 5.54
H -6.22 -5.04 4.27
H -4.21 -5.96 3.21
H -3.15 -4.90 4.15
H -3.31 -4.47 1.62
H -3.47 -2.99 2.75
H -5.36 -4.05 0.63
H -6.22 -4.05 2.17
H -6.25 -1.76 2.30
H -4.59 -1.54 1.69
H -6.92 -2.20 -0.22
H -5.24 -1.85 -0.62
H -5.39 0.46 0.19
H -6.99 0.14 0.90
H -7.84 1.00 -1.03
H -7.53 -0.61 -1.70
H -5.16 0.34 -2.47
H -6.61 0.89 -3.30
H -6.54 3.01 -2.62
H -6.15 2.62 -0.95
H -4.47 4.07 -2.35
H -4.17 2.67 -3.37
H -3.17 2.10 0.70
H -4.18 3.38 0.29
H -2.45 4.28 -2.01
H -0.49 3.63 -0.48
H -0.79 5.62 0.35
H -2.40 5.73 -0.37
H -3.38 5.08 1.83
H -1.98 3.99 2.12
H -1.76 5.73 2.34
H -3.13 0.93 -2.79
H 0.98 0.97 -1.68
H 1.48 0.28 -3.22
H 0.80 -2.14 -2.04
H 1.48 -2.06 -0.03
H -1.87 1.55 -4.29
H -0.36 2.27 -3.77
H 0.14 1.71 -5.94
H 0.72 0.20 -5.30
H -2.88 0.51 -7.23
H -3.07 -0.51 -6.02
H -2.65 -1.03 -4.01
H -1.86 -2.01 -2.06
H 0.34 -1.81 -4.29
C 5.04 -1.41 1.32
C 4.66 -0.72 0.25
C 5.64 0.10 -0.51
O 5.30 0.73 -1.48
C 7.04 0.12 -0.01
C 7.40 -0.58 1.07
C 6.42 -1.39 1.80
O 6.75 -2.06 2.81
H 4.34 -2.02 1.88
H 3.64 -0.73 -0.11
H 7.74 0.72 -0.57
H 8.41 -0.58 1.45
Ca 5.62 -1.85 4.75
O 5.87 -0.96 7.98
H 6.34 -0.79 8.80
O -6.64 0.31 -8.88
Cl -5.69 -0.60 -8.29
O -5.57 -1.77 -9.12
O -6.12 -0.98 -6.96
O -4.39 0.05 -8.19
Cl 3.29 -1.87 6.84
Ca -2.40 -3.08 1.50
C 6.02 4.08 -2.89
C 5.00 4.19 -4.00
O 5.42 5.37 -4.68
C 6.76 5.47 -4.49
O 7.47 6.17 -5.13
O 7.18 4.65 -3.49
F 3.77 4.37 -3.51
H 5.74 4.67 -2.01
H 6.20 3.05 -2.58
H 5.00 3.35 -4.69
C 4.47 -3.92 -3.76
C 5.74 -3.20 -3.37
O 5.68 -3.12 -1.93
S 4.92 -4.42 -1.36
O 5.89 -5.36 -0.95
O 3.87 -3.97 -0.50
O 4.28 -4.91 -2.74
H 3.61 -3.24 -3.74
H 4.54 -4.38 -4.74
H 5.81 -2.20 -3.80
H 6.63 -3.77 -3.64
N 7.42 0.11 10.99
C 6.52 0.82 11.67
C 6.82 1.59 12.78
C 8.13 1.63 13.22
C 9.09 0.90 12.53
C 8.68 0.16 11.43
H 5.50 0.76 11.29
H 6.04 2.15 13.29
H 8.41 2.22 14.09
H 10.12 0.90 12.84
H 9.39 -0.42 10.86
Br 2.00 2.17 -4.48

These are the Mulliken partial charges, in e, on atoms 1 to 6:
1. C -0.8924
2. C -0.5671
3. C -0.8313
4. C 0.6091
5. C -0.8786
6. C -0.2267

=====

C39H66BMoN3O5P | wB97M-V/def2-TZVPD

## Properties
calculated total energy: -2499.69084 a.u.
Kohn-Sham gap: 5.954 eV
net charge: +3
E_HOMO: -15.437 eV
LUMO: -9.4835 eV

Cartesian coordinates (Å):
Mo -0.08 0.27 0.45
C -0.86 3.56 4.78
C -0.08 2.28 4.80
O 0.00 1.74 3.43
P -0.13 0.25 2.97
O 0.88 -0.64 3.81
C 2.23 -0.25 4.23
C 2.43 -0.71 5.65
O -1.50 -0.40 3.40
C -1.88 -0.82 4.76
C -3.06 -0.01 5.24
H -0.85 4.00 5.78
H -1.90 3.40 4.49
H -0.41 4.28 4.10
H -0.54 1.52 5.45
H 0.95 2.43 5.13
H 2.33 0.83 4.13
H 2.91 -0.74 3.54
H 1.74 -0.21 6.33
H 3.44 -0.47 5.97
H 2.30 -1.79 5.74
H -1.01 -0.73 5.41
H -2.13 -1.88 4.68
H -2.83 1.05 5.29
H -3.34 -0.35 6.24
H -3.92 -0.15 4.59
C 0.39 4.54 0.68
C 0.99 3.60 -0.37
C 2.09 4.33 -1.16
C 1.64 2.35 0.22
C 2.42 2.50 1.39
C 3.41 1.59 1.70
C 3.69 0.53 0.84
C 2.94 0.30 -0.31
C 3.36 -0.73 -1.34
C 4.05 0.02 -2.50
C 4.29 -1.81 -0.80
C 1.88 1.19 -0.57
N 0.89 0.84 -1.56
B 0.13 -0.42 -1.59
N -0.34 -0.62 -2.90
C 0.03 0.53 -3.61
C 0.72 1.40 -2.85
C -1.11 -1.67 -3.56
C -0.54 -2.94 -3.71
C -1.28 -3.91 -4.38
C -2.53 -3.63 -4.91
C -3.05 -2.36 -4.78
C -2.36 -1.35 -4.11
C -3.00 0.04 -4.07
C -4.49 -0.03 -3.73
C -2.85 0.75 -5.42
C 0.85 -3.33 -3.26
C 0.99 -3.39 -1.74
C 1.96 -2.54 -3.97
H -0.22 5.30 0.19
H 1.18 5.08 1.22
H -0.23 4.03 1.41
H 0.23 3.31 -1.08
H 2.89 4.66 -0.49
H 1.67 5.21 -1.64
H 2.54 3.70 -1.93
H 2.28 3.38 2.00
H 4.03 1.75 2.57
H 4.51 -0.13 1.07
H 2.47 -1.21 -1.73
H 4.96 0.51 -2.15
H 3.40 0.77 -2.95
H 4.33 -0.69 -3.28
H 5.27 -1.41 -0.55
H 4.45 -2.56 -1.58
H 3.87 -2.31 0.07
H -0.26 0.65 -4.64
H 1.14 2.35 -3.12
H -0.86 -4.90 -4.51
H -3.08 -4.39 -5.44
H -4.01 -2.13 -5.22
H -2.49 0.63 -3.30
H -5.07 -0.41 -4.57
H -4.87 0.97 -3.51
H -4.70 -0.68 -2.88
H -3.41 0.21 -6.19
H -1.83 0.83 -5.77
H -3.27 1.76 -5.37
H 0.98 -4.36 -3.60
H 0.81 -2.43 -1.26
H 2.00 -3.71 -1.45
H 0.26 -4.09 -1.33
H 1.92 -1.47 -3.76
H 1.87 -2.66 -5.05
H 2.94 -2.91 -3.67
N 1.38 -4.79 2.25
C 0.32 -3.82 1.83
C 1.05 -2.51 1.49
O 2.23 -2.41 1.74
O 0.29 -1.63 0.95
H 1.17 -5.26 3.13
H 2.25 -4.23 2.34
H 1.54 -5.52 1.55
H -0.36 -3.65 2.67
H -0.24 -4.20 0.99
C -4.10 0.99 -0.36
C -2.87 1.39 0.44
C -3.29 1.92 1.82
C -2.00 2.42 -0.28
C -1.94 0.24 0.61
H -4.70 1.88 -0.57
H -4.73 0.29 0.19
H -3.82 0.54 -1.31
H -3.98 2.75 1.67
H -2.43 2.28 2.39
H -3.79 1.15 2.41
H -2.35 3.45 -0.16
H -1.91 2.20 -1.34
H -0.99 2.40 0.19
H -2.31 -0.77 0.84

These are the Mulliken partial charges, in e, on atoms 1 to 6:
1. Mo -2.2139
2. C -1.3842
3. C -0.1705
4. O 0.0990
5. P 1.1595
6. O -0.2150

=====

C39H66F2NO13S6 | wB97M-V/def2-TZVPD

## Properties
relative energy (zero: lowest compared OMol25 entry of this formula, charge and spin): 8.5 kcal per mole
calculated total energy: -5146.52931 a.u.
Kohn-Sham gap: 8.962 eV
net charge: +1
E_HOMO: -10.661 eV
LUMO: -1.6992 eV

Cartesian coordinates (Å):
C 29.98 12.57 37.04
C 31.36 11.82 37.25
O 31.39 10.61 37.21
N 32.57 12.66 37.49
H 33.13 12.06 37.95
H 32.98 12.96 36.49
C 32.59 13.86 38.32
H 29.18 11.88 36.89
H 29.98 13.11 36.09
H 29.86 13.38 37.71
H 32.43 13.73 39.44
H 31.67 14.48 38.16
H 33.61 14.49 38.49
F 25.69 9.84 40.36
C 25.98 10.66 39.25
C 26.00 9.93 38.05
C 26.23 10.75 36.90
C 26.41 12.16 37.08
C 26.53 12.84 38.31
C 26.30 12.01 39.41
H 26.02 8.87 38.17
H 26.16 10.37 35.95
H 26.71 12.67 36.35
H 26.68 14.03 38.49
H 26.33 12.45 40.48
F 27.49 14.42 34.32
C 27.64 13.26 33.70
C 28.85 12.73 33.33
C 29.02 11.42 32.71
C 27.87 10.72 32.36
C 26.61 11.26 32.73
C 26.46 12.48 33.37
H 29.62 13.31 33.83
H 29.94 10.92 32.56
H 27.72 9.80 31.80
H 25.67 10.76 32.30
H 25.50 12.86 33.56
C 27.78 18.87 37.25
C 28.71 18.91 38.37
C 29.30 17.59 38.37
S 29.42 17.06 36.72
O 28.76 15.78 36.63
O 30.81 17.20 36.34
C 28.41 18.30 35.89
H 27.36 19.86 36.82
H 27.02 18.20 37.60
H 28.18 18.95 39.44
H 29.37 19.80 38.31
H 28.65 16.86 38.97
H 30.22 17.71 39.03
H 27.77 17.85 35.27
H 29.13 18.89 35.30
C 29.54 9.31 42.28
C 30.27 9.98 43.31
C 31.60 10.31 42.84
S 31.58 10.34 41.00
O 32.40 9.32 40.38
O 31.75 11.69 40.43
C 29.82 9.97 40.88
H 28.57 9.16 42.67
H 29.78 8.22 42.00
H 30.21 9.52 44.08
H 29.82 11.17 43.59
H 32.34 9.72 43.22
H 31.96 11.28 43.01
H 29.91 9.21 40.10
H 29.50 10.98 40.73
C 31.57 15.70 43.54
C 31.27 16.87 42.68
C 30.01 16.88 42.18
S 29.86 15.22 41.57
O 30.62 15.11 40.22
O 28.55 14.68 41.66
C 30.96 14.42 42.73
H 31.08 15.69 44.46
H 32.66 15.51 43.81
H 32.02 16.90 41.78
H 31.71 17.72 43.21
H 30.10 17.70 41.48
H 29.21 17.02 42.97
H 31.67 13.90 42.15
H 30.46 13.90 43.56
C 36.39 13.23 41.69
C 35.24 12.14 42.01
C 35.43 10.97 41.21
S 36.01 11.54 39.64
O 34.76 11.85 38.96
O 36.95 10.67 39.13
C 36.77 13.12 40.15
H 37.32 12.86 42.10
H 36.24 14.13 42.24
H 34.29 12.82 41.69
H 35.13 11.86 43.08
H 34.59 10.24 41.27
H 36.10 10.29 41.82
H 36.54 13.96 39.62
H 37.77 12.95 39.97
C 32.21 15.28 32.26
C 31.97 15.86 33.69
C 33.21 15.68 34.43
S 33.84 14.14 34.09
O 33.26 13.25 35.09
O 35.24 14.18 33.94
C 33.04 14.02 32.55
H 32.65 16.08 31.70
H 31.38 14.89 32.13
H 31.18 15.20 34.53
H 31.75 16.76 33.44
H 33.28 15.93 35.41
H 34.29 16.26 34.16
H 32.55 13.14 32.55
H 33.74 13.74 31.67
C 37.22 18.20 35.46
C 38.46 17.35 35.86
C 37.85 16.15 36.40
S 36.54 16.50 37.44
O 37.11 16.84 38.75
O 35.37 15.64 37.33
C 36.20 18.13 36.69
H 36.57 17.80 34.70
H 37.42 19.22 35.26
H 38.70 17.84 36.80
H 39.17 17.35 34.84
H 38.58 15.58 37.01
H 37.67 15.46 35.64
H 36.09 18.97 37.45
H 35.28 17.90 36.37

These are the Mulliken partial charges, in e, on atoms 1 to 6:
1. C 0.1690
2. C 0.0923
3. O -0.5486
4. N 0.9439
5. H 0.5910
6. H 0.3960